Record 1
Molecular formula: C5H38N2O12
Method: DFT, ωB97M-V/def2-TZVPD

relative energy (zero: lowest compared OMol25 entry of this formula, charge and spin): 162.3 kJ/mol
strongest force on any atom: 3.41 eV/Å

Geometry as ORCA input:
```
! RIJCOSX wB97M-V def2-TZVPD def2/J DEFGRID3
* xyz 0 1
C -1.757 1.598 0.200
N -0.590 1.333 -0.679
C 0.052 2.600 -1.054
C 0.383 0.427 -0.049
C -2.618 0.313 0.345
C -2.481 -0.287 1.763
N -4.021 0.628 0.026
H -2.357 2.382 -0.317
H -1.482 2.011 1.115
H -0.694 3.217 -1.595
H 0.393 3.207 -0.183
H 0.891 2.414 -1.774
H -0.090 -0.577 0.168
H 0.834 0.795 0.911
H 1.167 0.239 -0.695
H -2.223 -0.488 -0.410
H -1.440 -0.645 1.976
H -2.757 0.369 2.534
H -3.139 -1.155 1.828
H -4.454 1.374 0.581
H -4.649 -0.146 0.046
H 3.819 -1.594 0.205
H 3.920 -1.560 1.688
O 3.834 -2.179 0.957
H -1.306 -2.580 -1.500
H -1.923 -1.512 -2.266
O -2.130 -2.240 -1.715
H 2.733 -0.736 -1.663
H 4.318 -0.326 -1.657
O 3.524 -0.459 -1.060
H -2.271 0.356 -3.250
H -1.028 0.454 -2.330
O -1.353 -0.076 -3.085
H 0.454 -4.008 -1.331
H 0.643 -2.976 -0.193
O 0.372 -3.061 -1.150
H 2.092 3.708 2.223
H 2.265 2.370 1.404
O 1.630 3.024 1.778
H 3.013 0.405 1.689
H 3.451 0.672 0.286
O 3.363 1.104 1.114
H 1.393 -0.027 3.028
H 1.608 -1.347 2.216
O 2.060 -0.623 2.687
H -3.810 1.030 -1.938
H -4.522 0.252 -3.124
O -3.827 0.933 -2.952
H 1.081 -1.903 -2.167
H 0.811 -0.676 -2.998
O 1.552 -1.207 -2.698
H 1.288 -3.610 1.946
H 2.305 -2.738 1.162
O 1.345 -2.836 1.319
H -0.611 1.133 2.649
H 0.707 1.975 2.791
O 0.230 1.250 3.196
*
```

Table of Löwdin atomic charges, one value per atom, all in e:
1. C -0.15
2. N -0.26
3. C -0.08
4. C -0.07
5. C -0.39
6. C -0.06
7. N 0.02
8. H 0.13
9. H 0.08
10. H 0.09
11. H 0.08
12. H 0.10
13. H 0.10
14. H 0.07
15. H 0.03
16. H 0.13
17. H 0.08
18. H 0.06
19. H 0.08
20. H 0.10
21. H 0.08
22. H -0.01
23. H 0.05
24. O -0.03
25. H -0.06
26. H -0.05
27. O -0.04
28. H 0.05
29. H 0.12
30. O -0.12
31. H 0.04
32. H 0.01
33. O -0.12
34. H 0.09
35. H 0.03
36. O -0.07
37. H 0.05
38. H 0.02
39. O -0.06
40. H 0.00
41. H -0.02
42. O -0.05
43. H 0.00
44. H 0.01
45. O -0.07
46. H 0.04
47. H 0.08
48. O -0.10
49. H 0.03
50. H 0.04
51. O -0.06
52. H 0.12
53. H 0.01
54. O -0.08
55. H 0.04
56. H -0.02
57. O -0.08


Record 2
Molecular formula: C5H38N2O12S
Method: DFT, ωB97M-V/def2-TZVPD

relative energy (zero: lowest compared OMol25 entry of this formula, charge and spin): 42.1 kJ/mol
strongest force on any atom: 4.11 eV/Å

Geometry as ORCA input:
```
! RIJCOSX wB97M-V def2-TZVPD def2/J DEFGRID3
* xyz 0 1
C -0.159 0.229 -1.370
N 0.349 -1.086 -0.959
C 1.064 -0.894 0.327
C 1.974 -2.095 0.561
S 3.220 -1.907 1.880
C 0.354 0.740 -2.738
N 0.546 2.175 -2.721
C -0.537 0.259 -3.896
H -0.005 1.029 -0.636
H -1.239 0.439 -1.513
H -0.479 -1.651 -0.784
H 0.409 -0.599 1.156
H 1.744 -0.041 0.252
H 1.455 -3.040 0.760
H 2.413 -2.317 -0.413
H 2.786 -0.842 2.553
H 1.323 0.279 -2.975
H 0.287 2.720 -3.521
H 0.420 2.579 -1.812
H -1.207 1.034 -4.273
H -1.092 -0.646 -3.633
H 0.099 -0.068 -4.727
H 0.583 2.371 2.230
H 1.269 2.767 0.779
O 0.455 2.575 1.293
H -2.502 3.003 1.259
H -1.175 2.372 0.806
O -2.145 2.394 0.609
H 3.105 3.394 -0.088
H 2.825 1.968 -0.734
O 2.433 2.807 -0.443
H 0.007 -1.628 3.719
H -1.053 -0.544 3.324
O -0.189 -0.680 3.746
H 4.018 0.706 -2.455
H 3.114 -0.294 -1.934
O 3.536 0.534 -1.636
H -0.769 -2.984 1.835
H 0.575 -3.500 2.362
O -0.286 -3.208 2.648
H 1.512 -1.746 -3.633
H 1.521 -2.114 -2.118
O 2.040 -2.156 -2.950
H 1.125 0.407 3.398
H 0.768 1.442 4.374
O 1.369 1.331 3.630
H -3.900 -1.886 -0.481
H -4.002 -0.980 0.653
O -3.986 -1.950 0.480
H -2.327 -2.348 0.514
H -1.586 -1.036 0.394
O -1.459 -1.967 0.172
H -4.782 1.015 -0.226
H -3.206 1.234 0.221
O -4.040 0.753 0.313
H -2.886 0.266 2.465
H -1.635 1.125 1.970
O -2.054 0.258 1.985
*
```

Table of Löwdin atomic charges, one value per atom, all in e:
1. C -0.18
2. N -0.06
3. C -0.27
4. C -0.54
5. S 0.74
6. C -0.44
7. N 0.05
8. C -0.06
9. H 0.08
10. H 0.13
11. H 0.01
12. H 0.09
13. H 0.10
14. H 0.05
15. H 0.06
16. H -0.17
17. H 0.08
18. H 0.07
19. H 0.05
20. H 0.07
21. H 0.08
22. H 0.07
23. H 0.02
24. H 0.01
25. O -0.08
26. H 0.08
27. H 0.01
28. O -0.08
29. H 0.07
30. H 0.02
31. O -0.05
32. H 0.03
33. H 0.02
34. O -0.08
35. H 0.07
36. H 0.03
37. O -0.05
38. H 0.03
39. H 0.01
40. O -0.05
41. H 0.01
42. H 0.00
43. O -0.08
44. H -0.01
45. H 0.05
46. O -0.09
47. H 0.06
48. H 0.01
49. O -0.07
50. H 0.07
51. H 0.04
52. O -0.08
53. H 0.07
54. H -0.01
55. O -0.07
56. H 0.09
57. H 0.04
58. O -0.05


Record 3
Molecular formula: C5H38NO14
Method: DFT, ωB97M-V/def2-TZVPD

relative energy (zero: lowest compared OMol25 entry of this formula, charge and spin): 554.5 kJ/mol
strongest force on any atom: 9.00 eV/Å

Geometry as ORCA input:
```
! RIJCOSX wB97M-V def2-TZVPD def2/J DEFGRID3
* xyz -1 1
C -0.946 -3.583 0.352
C 0.144 -2.860 1.044
N 0.504 -1.562 0.630
C 0.796 -1.610 -0.771
C 1.423 -0.768 1.438
C 1.799 -1.305 2.775
O 2.964 -0.566 3.298
H -1.584 -2.950 -0.232
H -1.563 -4.019 1.221
H -0.739 -4.317 -0.504
H -0.009 -2.931 2.185
H 1.062 -3.556 0.884
H 0.806 -2.577 -1.177
H 1.579 -1.002 -1.099
H -0.148 -1.095 -1.331
H 2.217 -0.310 0.850
H 0.647 0.206 1.757
H 2.180 -2.238 2.923
H 0.858 -1.353 3.605
H -1.364 2.985 -0.319
H -0.768 4.220 -0.336
O -1.075 3.596 0.370
H -1.004 2.239 -2.538
H -0.742 3.730 -2.151
O -1.460 3.050 -2.295
H 3.164 2.676 1.521
H 2.378 1.567 2.402
O 3.017 2.305 2.346
H -0.011 0.769 -3.746
H 0.956 1.375 -1.858
O -0.107 0.959 -2.867
H 2.569 0.361 -3.309
H 2.282 0.144 -1.717
O 2.966 -0.040 -2.501
H -1.106 0.145 -2.834
H -1.569 -1.374 -3.288
O -1.847 -0.662 -2.669
H -2.388 -0.081 1.864
H -3.546 0.347 1.021
O -3.402 -0.135 1.847
H -1.378 -0.650 0.175
H -2.211 -0.808 -1.066
O -2.346 -0.702 -0.210
H -0.064 1.068 3.320
H -0.630 0.621 4.562
O 0.103 0.888 4.235
H 1.116 -0.788 -3.203
H 1.591 -2.282 -3.564
O 0.963 -1.631 -3.700
H 2.611 0.237 3.814
H 2.036 2.286 -1.717
O 1.474 1.835 -1.224
H -0.693 1.933 0.958
H -1.224 2.379 2.379
O -0.708 1.699 1.975
H -3.076 1.732 -1.829
H -3.014 0.777 -0.705
O -3.483 1.625 -0.990
*
```

Table of Löwdin atomic charges, one value per atom, all in e:
1. C -0.11
2. C -0.33
3. N -0.24
4. C -0.08
5. C -0.15
6. C -0.26
7. O -0.11
8. H 0.04
9. H 0.10
10. H 0.10
11. H 0.13
12. H 0.13
13. H 0.07
14. H 0.02
15. H 0.12
16. H 0.12
17. H 0.15
18. H 0.06
19. H 0.17
20. H 0.00
21. H 0.06
22. O -0.08
23. H -0.04
24. H 0.07
25. O -0.09
26. H -0.01
27. H 0.01
28. O -0.03
29. H -0.01
30. H -0.08
31. O -0.23
32. H 0.05
33. H 0.05
34. O -0.13
35. H -0.03
36. H 0.04
37. O -0.19
38. H 0.04
39. H 0.00
40. O -0.11
41. H 0.10
42. H -0.11
43. O -0.08
44. H -0.05
45. H -0.07
46. O 0.02
47. H 0.00
48. H 0.00
49. O -0.05
50. H 0.10
51. H -0.03
52. O -0.01
53. H 0.10
54. H 0.05
55. O -0.11
56. H -0.02
57. H 0.01
58. O -0.08


Record 4
Molecular formula: C5H38NO15
Method: DFT, ωB97M-V/def2-TZVPD

relative energy (zero: lowest compared OMol25 entry of this formula, charge and spin): 464.6 kJ/mol
strongest force on any atom: 4.81 eV/Å

Geometry as ORCA input:
```
! RIJCOSX wB97M-V def2-TZVPD def2/J DEFGRID3
* xyz -1 1
C -1.695 -3.550 -0.568
O -0.292 -3.224 -0.301
C -2.447 -3.210 0.703
C -3.504 -2.054 0.626
C -3.066 -0.689 1.069
C -3.880 0.218 1.660
N -1.841 -0.268 0.582
H -1.762 -4.641 -0.803
H -1.972 -3.024 -1.579
H -1.767 -3.071 1.516
H -2.883 -4.172 0.773
H -3.830 -1.797 -0.423
H -4.331 -2.281 1.280
H -3.386 1.155 1.958
H -4.702 -0.022 2.204
H -1.317 -0.927 -0.047
H -1.313 0.510 0.931
H 0.959 -0.927 -2.970
H 0.535 -0.009 -4.089
O 0.151 -0.587 -3.455
H 2.163 1.769 3.939
H 2.047 0.696 2.880
O 1.673 0.923 3.815
H 0.710 2.194 0.956
H 1.231 2.992 -0.348
O 0.475 2.940 0.370
H -0.931 3.747 2.996
H -1.327 2.562 2.432
O -1.612 3.095 3.168
H 0.744 0.220 1.844
H 0.219 1.267 2.796
O 0.121 1.006 1.908
H -0.541 1.381 -0.534
H -0.324 0.849 -1.958
O -0.903 1.435 -1.547
H 2.104 2.427 -2.184
H 3.357 2.012 -1.425
O 2.572 2.554 -1.371
H -2.797 3.376 0.659
H -1.577 4.210 0.444
O -2.518 4.261 0.522
H 4.981 -0.092 -1.351
H 3.411 -0.793 -1.687
O 4.084 -0.264 -0.957
H 3.021 -1.256 3.335
H 2.920 -2.033 2.001
O 3.348 -2.019 2.928
H -1.513 2.509 -4.018
H -0.503 3.361 -3.291
O -0.817 3.128 -4.170
H 1.183 -3.568 -3.017
H 1.993 -2.846 -1.970
O 1.579 -3.764 -2.149
H 2.756 -1.719 -3.380
H 0.207 -3.594 -1.067
O 2.579 -1.403 -2.512
H 1.482 -1.460 0.434
H 2.453 -0.207 0.265
O 1.865 -0.668 0.900
*
```

Table of Löwdin atomic charges, one value per atom, all in e:
1. C -0.25
2. O -0.14
3. C -0.17
4. C -0.13
5. C -0.43
6. C 0.02
7. N 0.10
8. H 0.11
9. H 0.15
10. H 0.11
11. H 0.08
12. H 0.14
13. H 0.10
14. H 0.04
15. H 0.00
16. H 0.11
17. H 0.03
18. H 0.00
19. H 0.01
20. O -0.09
21. H 0.08
22. H 0.08
23. O -0.08
24. H -0.02
25. H 0.05
26. O -0.14
27. H 0.04
28. H -0.02
29. O -0.04
30. H 0.05
31. H 0.01
32. O -0.12
33. H 0.08
34. H -0.06
35. O -0.09
36. H 0.04
37. H 0.03
38. O -0.03
39. H 0.00
40. H -0.01
41. O -0.04
42. H 0.03
43. H -0.03
44. O -0.23
45. H -0.04
46. H 0.06
47. O -0.08
48. H 0.01
49. H 0.02
50. O -0.06
51. H 0.05
52. H 0.02
53. O -0.12
54. H -0.01
55. H 0.02
56. O -0.30
57. H 0.09
58. H 0.05
59. O -0.06


Ordered LUMO level results: 0.227; 0.040; 2.513; 2.331; unit eV.
Ordered HOMO results: -0.331; -0.312; -0.200; -0.183; unit hartree.